Below is the molecule C3H5N3O, with properties calculated with the ωB97M-V functional and the def2-TZVPD basis.

Geometry (Å):
H  -0.207  1.979  -0.078
N  0.738  1.711  -0.107
C  0.977  0.492  -0.343
C  2.279  -0.020  -0.151
N  3.283  -0.529  0.007
N  -0.148  -0.408  -0.609
C  -1.493  0.006  0.045
O  0.178  -1.620  -0.229
H  -2.272  -0.634  -0.340
H  -1.236  -0.258  1.288
H  -1.844  1.039  -0.199
H  -0.255  -1.757  0.716

Cartesian forces (eV/Å) of the 3 atoms listed first:
-1.3 0.1 -0.3
2.8 0.2 0.0
-4.4 1.4 0.8

Values from the calculation:
HOMO-LUMO gap   9.60 eV
Electronic energy   -356.6753 Ha
Max |F|   5.49 eV/Å
Energy relative to the best compared isomer or geometry (same formula, charge and spin)   4.954 eV
SMILES   [H]/N=C(/C#N)N(C)O

---

Below is the molecule C3H5N3O, with properties calculated with the ωB97M-V functional and the def2-TZVPD basis.

Geometry (Å):
O  2.459  -0.028  -0.737
C  1.590  0.366  0.290
C  0.141  -0.004  0.117
N  -0.715  0.216  1.156
C  -1.871  -0.163  0.667
N  -1.718  -0.587  -0.599
N  -0.420  -0.488  -0.974
H  2.199  0.427  -1.547
H  1.626  1.451  0.475
H  1.943  -0.117  1.205
H  -2.819  -0.142  1.187
H  -2.418  -0.929  -1.239

Cartesian forces (eV/Å) of the 3 atoms listed first:
-0.1 0.1 -0.3
-0.1 0.0 0.3
0.1 0.1 0.0

Values from the calculation:
HOMO-LUMO gap   10.82 eV
Electronic energy   -356.8142 Ha
Max |F|   0.36 eV/Å
Energy relative to the best compared isomer or geometry (same formula, charge and spin)   1.176 eV
SMILES   OCc1nc[nH]n1

---

Below is C3H5N3O as an isolated structure, with properties calculated with the ωB97M-V functional and the def2-TZVPD basis.

Geometry (Å):
N  -0.982  -0.164  1.658
C  -0.373  0.042  0.454
C  -0.166  -0.879  -0.510
N  0.147  -0.135  -1.745
C  1.032  0.640  -0.943
O  2.126  0.234  -0.669
N  0.134  1.291  0.004
H  -1.247  0.599  2.252
H  -1.564  -0.984  1.692
H  -0.301  -1.944  -0.453
H  0.698  -0.669  -2.403
H  0.498  1.969  0.663

Cartesian forces (eV/Å) of the 3 atoms listed first:
0.2 -0.1 0.5
-0.6 -0.5 -0.3
-2.1 -0.1 0.2

Values from the calculation:
HOMO-LUMO gap   8.19 eV
Electronic energy   -356.7404 Ha
Max |F|   3.01 eV/Å
Energy relative to the best compared isomer or geometry (same formula, charge and spin)   3.183 eV